1.
Here is C71H56Br2FGeN3O2P3Tl as an isolated structure from the Open Molecules 2025 dataset. Energies are from wB97M-V/def2-TZVPD.

- E_HOMO: -0.2427 hartree
- Frontier orbital gap: 6.453 eV
- Multiplicity: 1
- Charge: 0

```
140
Properties=species:S:1:pos:R:3:forces:R:3:lowdin_charge:R:1
Tl 0.8145 -0.8299 -1.1766 -0.3 0.2 -0.2 0.77
F -0.1986 0.1925 4.2204 0.6 -0.2 -0.6 -0.31
Ge 0.8472 -0.3208 2.8129 -0.7 0.2 1.5 1.00
C -0.4466 0.3860 1.4456 1.0 -0.2 0.5 -0.35
C -1.6961 -0.2027 1.3500 -0.4 -0.1 0.3 -0.14
C -2.6782 0.3658 0.5581 0.0 0.0 0.2 -0.06
C -2.3964 1.4987 -0.1886 -0.1 0.2 0.1 -0.05
C -1.1538 2.0966 -0.0946 0.0 -0.1 0.1 -0.07
C -0.1876 1.5715 0.7598 0.3 0.0 0.0 -0.42
P 1.3215 2.4738 1.2732 -0.7 0.7 -0.4 1.10
C 1.7387 3.3926 -0.2473 0.1 0.0 0.2 -0.37
C 1.9128 4.7719 -0.2751 0.0 0.0 0.0 -0.10
C 2.3452 5.3949 -1.4308 0.1 0.1 -0.1 -0.08
C 2.6383 4.6479 -2.5587 0.1 0.0 0.0 -0.08
C 2.5020 3.2693 -2.5290 0.1 0.0 -0.1 -0.07
C 2.0659 2.6483 -1.3762 -0.1 -0.1 0.1 -0.12
C 0.4386 3.7537 2.2682 0.3 -0.1 0.0 -0.33
C 0.6374 3.7380 3.6445 0.1 -0.1 -0.1 -0.08
C -0.0474 4.6128 4.4705 -0.1 0.1 0.1 -0.08
C -0.9308 5.5250 3.9223 0.0 0.0 0.1 -0.09
C -1.1260 5.5560 2.5510 -0.1 0.1 -0.2 -0.08
C -0.4547 4.6741 1.7253 0.0 0.0 0.1 -0.10
C 2.5684 0.4920 3.4934 -0.5 -0.5 -0.6 -0.32
C 2.5929 0.8959 4.8234 -0.3 0.0 0.2 -0.15
C 3.7689 1.3142 5.4172 0.0 0.0 0.0 -0.07
C 4.9480 1.3080 4.6917 0.1 0.0 0.1 -0.06
C 4.9333 0.9113 3.3698 0.0 -0.1 0.1 -0.10
C 3.7470 0.5126 2.7578 -0.1 -0.1 -0.1 -0.43
P 3.7164 0.1599 0.9544 0.6 -0.1 0.3 1.08
C 4.8943 -1.2556 0.8566 -0.3 0.1 -0.1 -0.36
C 5.3077 -1.6757 -0.4081 0.0 -0.1 0.2 -0.15
C 6.2787 -2.6521 -0.5434 0.1 0.0 -0.1 -0.09
C 6.8241 -3.2509 0.5805 0.0 0.0 0.0 -0.09
C 6.3522 -2.9016 1.8353 0.0 -0.1 0.1 -0.08
C 5.3897 -1.9162 1.9753 -0.1 0.0 0.0 -0.08
C 4.9029 1.5080 0.5040 -0.2 0.0 -0.2 -0.35
C 4.6507 2.7823 1.0103 0.0 0.1 0.0 -0.13
C 5.4945 3.8387 0.7292 0.0 0.1 0.0 -0.07
C 6.6161 3.6421 -0.0599 0.1 0.0 0.0 -0.08
C 6.8743 2.3826 -0.5706 0.1 0.1 -0.1 -0.08
C 6.0209 1.3257 -0.3009 -0.1 0.0 0.0 -0.08
C 0.9915 -2.2501 3.4080 -0.1 0.7 -0.7 -0.25
C 1.7163 -2.3469 4.5878 0.2 0.2 0.1 -0.11
C 1.7986 -3.5305 5.2951 0.0 -0.1 0.1 -0.07
C 1.1260 -4.6448 4.8301 0.1 0.0 0.1 -0.07
C 0.4275 -4.5754 3.6415 -0.1 0.0 -0.1 -0.08
C 0.3818 -3.3982 2.9000 -0.3 0.1 -0.1 -0.38
P -0.4163 -3.3454 1.2426 0.4 -0.8 0.1 1.12
C -1.0543 -5.0758 1.1079 -0.2 0.3 0.0 -0.38
C -0.2076 -6.1746 0.9551 -0.1 0.0 0.0 -0.10
C -0.7268 -7.4500 0.8404 0.1 0.0 0.0 -0.07
C -2.0979 -7.6510 0.8658 -0.1 0.0 0.0 -0.08
C -2.9447 -6.5664 1.0176 -0.2 -0.2 0.0 -0.08
C -2.4280 -5.2854 1.1396 0.1 0.0 0.0 -0.10
C 1.0692 -3.6851 0.2094 0.0 0.2 0.0 -0.47
C 2.3657 -3.7470 0.7005 -0.2 0.0 0.0 -0.08
C 3.4035 -4.1306 -0.1302 0.0 -0.1 -0.1 -0.07
C 3.1706 -4.3961 -1.4668 0.1 -0.1 0.0 -0.06
C 1.8869 -4.2966 -1.9791 -0.2 0.0 0.0 -0.11
C 0.8408 -3.9479 -1.1449 0.1 -0.2 0.1 -0.20
H -1.9253 -1.0785 1.9420 0.0 0.0 -0.1 0.08
H -3.6586 -0.0843 0.5103 -0.1 0.0 0.0 0.11
H -3.1609 1.9326 -0.8165 0.0 0.0 -0.1 0.12
H -0.9469 2.9862 -0.6714 0.1 0.0 -0.1 0.11
H 1.7105 5.3615 0.6074 0.0 0.1 0.0 0.10
H 2.4623 6.4692 -1.4522 0.0 0.1 0.0 0.10
H 2.9955 5.1402 -3.4507 0.0 0.0 -0.1 0.10
H 2.7507 2.6834 -3.4018 0.0 -0.1 0.0 0.09
H 1.9731 1.5692 -1.3350 0.1 0.1 -0.1 0.01
H 1.3263 3.0256 4.0720 0.1 -0.1 0.1 0.08
H 0.0965 4.5760 5.5404 0.1 0.0 0.1 0.10
H -1.4696 6.2122 4.5578 0.0 0.0 0.1 0.10
H -1.8184 6.2654 2.1213 -0.1 0.1 0.0 0.10
H -0.6239 4.7111 0.6591 0.0 0.0 0.0 0.10
H 1.6779 0.8800 5.3973 -0.1 0.0 0.0 0.10
H 3.7677 1.6349 6.4476 0.0 0.0 0.1 0.11
H 5.8758 1.6119 5.1527 0.1 0.0 0.0 0.11
H 5.8517 0.9093 2.8008 0.1 0.0 0.0 0.12
H 4.8596 -1.2466 -1.2943 0.0 0.1 0.0 0.05
H 6.5957 -2.9614 -1.5275 0.1 0.0 -0.1 0.11
H 7.5874 -4.0087 0.4806 0.1 -0.1 0.0 0.10
H 6.7325 -3.3996 2.7157 0.0 0.0 0.1 0.11
H 5.0190 -1.6695 2.9610 0.1 0.1 0.0 0.10
H 3.7984 2.9453 1.6576 0.1 0.0 0.0 0.07
H 5.2781 4.8168 1.1347 0.0 0.1 0.0 0.11
H 7.2871 4.4627 -0.2680 0.0 0.1 0.0 0.10
H 7.7511 2.2137 -1.1802 0.0 0.0 0.0 0.10
H 6.2553 0.3540 -0.7066 0.1 0.1 0.0 0.08
H 2.2225 -1.4708 4.9689 0.0 -0.1 0.1 0.08
H 2.3656 -3.5738 6.2129 0.1 0.0 0.1 0.11
H 1.1494 -5.5699 5.3854 0.0 -0.1 0.1 0.11
H -0.0933 -5.4510 3.2892 0.0 -0.1 0.0 0.09
H 0.8627 -6.0259 0.9249 0.0 0.0 0.0 0.11
H -0.0578 -8.2895 0.7171 0.0 -0.1 0.0 0.11
H -2.4979 -8.6499 0.7566 -0.1 0.0 0.0 0.10
H -4.0138 -6.7218 1.0275 -0.1 0.0 0.0 0.10
H -3.0987 -4.4421 1.2497 0.0 0.0 0.0 0.10
H 2.5793 -3.5235 1.7350 0.0 0.0 0.1 0.10
H 4.3920 -4.2350 0.2838 0.1 0.0 0.0 0.09
H 3.9809 -4.6959 -2.1108 0.2 0.0 -0.1 0.11
H 1.6926 -4.5045 -3.0211 0.0 0.0 -0.1 0.09
H -0.1672 -3.9211 -1.5382 -0.1 0.0 -0.1 0.10
C -12.0718 3.4175 -4.6468 -0.1 0.2 -0.1 -0.09
O -11.6352 2.2948 -3.9236 0.1 -0.3 0.2 -0.09
C -10.2983 2.0622 -3.8001 0.1 -0.1 0.1 -0.28
C -9.2931 2.8797 -4.3123 -0.4 0.1 -0.1 -0.02
C -7.9713 2.5287 -4.1397 0.4 -0.4 0.2 -0.02
C -7.6186 1.3660 -3.4475 -1.2 0.7 -0.3 -0.29
C -8.6363 0.5659 -2.9151 0.3 0.3 -0.2 -0.02
C -9.9526 0.9067 -3.0929 -0.4 0.3 -0.2 -0.01
N -6.3334 0.9336 -3.2211 2.6 0.4 -0.4 0.03
N -5.3933 1.6356 -3.7449 -2.7 -0.4 0.4 0.08
C -4.1040 1.2724 -3.5361 1.2 -0.2 0.1 -0.26
C -3.1686 2.2055 -3.9930 -0.5 -0.3 0.2 -0.02
C -1.8187 2.0614 -3.7927 0.4 0.0 0.1 -0.01
C -1.2923 0.9741 -3.0752 0.4 0.2 -0.3 -0.39
O -0.0424 0.8752 -2.8296 -0.1 -0.1 0.3 -0.26
C -2.2262 -0.0463 -2.6367 -0.4 -0.1 -0.1 -0.18
N -1.7197 -1.1039 -1.9687 0.0 -0.1 -0.1 0.05
C -2.5372 -2.0449 -1.5518 0.3 -0.1 0.0 -0.16
C -3.9116 -2.0232 -1.7804 -0.1 0.2 -0.2 -0.04
C -4.4485 -0.9579 -2.4578 -0.1 -0.4 0.2 0.01
C -3.6154 0.0901 -2.8857 0.1 0.2 0.0 -0.08
H -13.1588 3.3763 -4.6123 0.0 0.1 -0.1 0.09
H -11.7369 3.3900 -5.6887 0.0 0.0 0.0 0.10
H -11.7382 4.3500 -4.1836 0.0 0.0 0.0 0.09
H -9.5267 3.7904 -4.8452 -0.1 0.0 0.0 0.10
H -7.1770 3.1447 -4.5319 0.0 0.1 -0.1 0.10
H -8.3639 -0.3233 -2.3697 0.0 -0.1 0.1 0.11
H -10.7509 0.2998 -2.6972 -0.1 -0.1 0.1 0.12
H -3.5506 3.0844 -4.4907 -0.1 0.1 -0.1 0.11
H -1.1328 2.8158 -4.1529 0.1 0.0 0.1 0.11
H -2.0946 -2.8744 -1.0121 0.0 0.0 0.1 0.07
H -4.5247 -2.8353 -1.4196 -0.1 -0.1 0.0 0.10
H -5.5046 -0.8834 -2.6571 0.1 -0.1 0.1 0.09
Br 3.2757 -0.5007 -3.4725 0.4 0.2 -0.1 0.62
C 1.7269 -0.3627 -4.6070 -0.1 0.2 -0.2 -1.00
Br 0.6871 -1.9760 -4.4608 -0.2 0.0 -0.3 0.66
H 2.0509 -0.2248 -5.6376 0.0 -0.2 0.2 0.01
H 1.1084 0.4536 -4.2121 0.2 -0.3 -0.2 -0.03
```
Positions in Å, forces in eV/Å.

2.
Here is C38H29IrN6O8S as an isolated structure from the Open Molecules 2025 dataset. Energies are from wB97M-V/def2-TZVPD.

- ⟨S²⟩: 0.772
- E_HOMO (spin up / spin down): -0.3661 / -0.3660 hartree
- Frontier orbital gap (spin up / spin down): 5.850 / 5.846 eV
- Multiplicity: 2
- Charge: +1

```
83
Properties=species:S:1:pos:R:3:forces:R:3:lowdin_charge:R:1
Ir 0.8510 1.0569 0.3489 0.2 -0.1 1.3 1.32
C -5.0734 -1.9764 1.8506 0.1 0.3 -0.5 -0.16
C -3.1586 -3.2808 2.9909 0.3 0.2 -0.7 0.12
C -2.0310 -2.4406 2.8255 -0.8 -0.8 2.1 -0.04
C -2.6246 -0.4210 1.8120 0.0 -0.3 0.9 -0.24
C -3.8726 0.1012 1.1651 0.0 0.0 0.0 0.00
C -4.9983 -0.6080 1.2121 0.0 0.0 0.1 0.02
N -1.5429 0.5411 1.8644 -0.3 0.3 0.1 -0.10
C -1.6569 1.7912 2.3760 0.3 0.1 -0.1 -0.12
C -2.8231 2.1465 3.1040 0.0 0.0 -0.1 -0.02
C -2.9149 3.3337 3.7659 0.0 0.1 0.0 -0.03
C -1.8597 4.2653 3.7350 -0.1 0.1 0.1 -0.06
C -0.7670 4.0026 2.9727 0.1 -0.1 -0.2 -0.01
C -0.6541 2.7984 2.2336 -0.1 -0.2 0.2 -0.15
N 0.3930 2.6729 1.3188 -0.1 0.0 -0.6 -0.14
N 1.0469 3.7453 1.0553 0.3 0.1 0.0 0.08
C 2.0119 3.5789 0.0823 -0.2 0.1 0.0 -0.31
C 2.7600 4.6747 -0.3366 0.0 0.1 0.0 0.02
C 3.7104 4.4995 -1.3190 0.0 0.0 0.0 -0.03
C 3.9067 3.2295 -1.8588 0.0 0.0 0.1 -0.03
C 3.1296 2.1886 -1.4037 0.2 -0.2 -0.1 -0.12
N 2.1926 2.3550 -0.4610 -0.2 -0.1 0.1 -0.06
H -6.0878 -2.1360 2.2001 0.0 -0.1 -0.1 0.14
H -3.3195 -4.3416 2.8468 0.0 0.0 0.3 0.13
H -1.0299 -2.6061 3.2076 0.2 0.0 -0.5 0.15
H -3.8208 1.0570 0.6589 0.0 0.0 -0.1 0.13
H -5.8926 -0.2530 0.7128 0.0 0.0 0.0 0.13
H -3.6580 1.4658 3.1622 0.1 -0.1 0.0 0.11
H -3.8076 3.5427 4.3405 0.0 0.0 0.0 0.12
H -1.9242 5.1896 4.2910 0.0 0.0 0.0 0.11
H 0.0390 4.7153 2.9004 0.0 0.0 0.0 0.11
H 2.5598 5.6337 0.1187 0.0 0.0 0.0 0.12
H 4.3016 5.3372 -1.6633 0.0 0.0 0.0 0.12
H 4.6621 3.0465 -2.6089 0.0 0.0 0.0 0.12
H 3.2549 1.1792 -1.7717 0.0 0.0 0.1 0.09
O -1.5670 -1.4413 -2.3356 0.1 -0.5 -0.4 0.21
C -1.4939 -0.4240 -1.8031 -0.1 0.1 0.1 -0.44
O -1.4282 0.6002 -1.2669 -0.2 0.3 0.0 0.14
C -2.6666 -2.3985 0.2825 0.2 1.1 -0.2 0.04
C -3.7473 -3.0772 -0.1512 -0.6 -0.6 0.2 0.02
C -4.8584 -2.9774 0.6811 0.8 -0.1 0.4 -0.05
C -4.1424 -2.1410 3.0555 -0.5 -0.1 0.3 -0.13
C -2.9136 -1.2111 3.1584 0.5 -0.1 -0.7 -0.18
C -2.1677 -1.7703 1.2509 0.0 0.4 -1.3 -0.04
O -0.3417 0.0223 1.5317 0.6 -0.2 -1.0 -0.28
N -2.6830 -0.5294 4.4552 0.0 -0.1 -0.1 -0.32
O -3.6302 -0.3393 5.1832 -0.2 0.1 0.1 0.12
O -1.5389 -0.2011 4.6785 0.2 0.0 0.0 0.12
N -6.0575 -3.6507 0.2079 -0.3 -0.1 -0.1 -0.36
O -7.1095 -3.4046 0.7722 -0.1 0.1 0.1 0.08
O -5.9487 -4.4388 -0.7123 0.1 0.0 -0.1 0.07
H -3.8193 -3.6357 -1.0736 0.0 -0.1 0.1 0.13
H -4.7441 -2.1067 3.9667 0.1 0.0 0.1 0.16
O 1.5017 -0.5284 -0.9255 -0.1 0.3 -0.2 -0.68
S 1.8055 -1.9565 -1.3440 0.0 0.1 0.1 1.04
C 3.2573 -2.4407 -0.3565 -0.1 -0.1 0.0 -0.27
C 4.3532 -1.4263 -0.2788 -0.1 0.1 -0.1 -0.29
C 4.2836 -0.4124 0.6736 0.0 0.0 0.0 -0.06
C 5.2816 0.5463 0.7520 0.0 0.0 0.0 -0.07
C 6.3581 0.5024 -0.1236 0.0 0.0 0.0 -0.07
C 6.4372 -0.5072 -1.0738 0.0 0.0 0.0 -0.06
C 5.4391 -1.4686 -1.1498 0.0 0.0 0.0 -0.05
C 2.6169 -1.7589 -2.9595 -0.1 0.0 0.0 -0.26
C 1.6792 -1.2088 -3.9945 -0.2 -0.1 0.1 -0.29
C 1.5535 0.1615 -4.1928 0.0 0.1 0.0 -0.04
C 0.6331 0.6561 -5.1065 0.0 0.0 0.0 -0.06
C -0.1607 -0.2182 -5.8369 0.0 0.0 0.0 -0.07
C -0.0214 -1.5881 -5.6612 0.0 0.0 0.0 -0.06
C 0.8885 -2.0786 -4.7395 0.0 0.0 0.0 -0.04
H 3.5726 -3.3867 -0.8036 0.0 0.0 0.1 0.11
H 2.8316 -2.6396 0.6277 0.0 -0.1 0.0 0.10
H 3.4497 -0.3831 1.3658 0.0 0.0 0.0 0.10
H 5.2188 1.3285 1.4975 0.0 0.0 0.0 0.11
H 7.1416 1.2459 -0.0572 0.0 0.0 0.0 0.11
H 7.2798 -0.5535 -1.7508 0.0 0.0 0.0 0.11
H 5.5219 -2.2721 -1.8733 0.0 0.0 0.0 0.12
H 2.9363 -2.7673 -3.2325 0.1 0.0 0.1 0.11
H 3.4848 -1.1224 -2.7825 0.0 0.0 -0.1 0.09
H 2.1862 0.8496 -3.6444 -0.1 0.0 0.0 0.09
H 0.5445 1.7244 -5.2544 0.0 0.0 0.0 0.11
H -0.8833 0.1669 -6.5440 0.0 0.0 0.0 0.11
H -0.6249 -2.2750 -6.2392 0.0 0.0 0.0 0.11
H 0.9899 -3.1493 -4.6019 0.0 0.0 0.0 0.12
```
Positions in Å, forces in eV/Å.

Values of calculated total energy, in order: -314980.1808 -78851.3213, all in eV.